{"formula": "C32H57BF3HgN3O14S", "method": "ωB97M-V/def2-TZVPD", "elements": ["Hg", "O", "C", "O", "B", "O", "C", "O", "O", "C", "O", "C", "O", "O", "C", "F", "F", "F", "S", "O", "O", "O", "C", "C", "C", "C", "C", "C", "N", "O", "C", "C", "C", "H", "H", "H", "H", "H", "H", "H", "H", "H", "H", "H", "H", "H", "H", "H", "H", "H", "H", "H", "C", "C", "C", "C", "C", "C", "N", "O", "C", "C", "C", "H", "H", "H", "H", "H", "H", "H", "H", "H", "H", "H", "H", "H", "H", "H", "H", "H", "H", "H", "C", "C", "C", "C", "C", "C", "N", "O", "C", "C", "C", "H", "H", "H", "H", "H", "H", "H", "H", "H", "H", "H", "H", "H", "H", "H", "H", "H", "H", "H"], "xyz": [[20.14461, 5.92669, -1.02148], [24.53566, 3.89986, -1.23572], [24.34208, 3.73162, -0.01375], [24.92099, 2.96004, 0.95613], [24.08470, 3.10830, 2.18665], [23.06173, 4.11190, 1.83326], [23.05507, 4.37362, 0.58767], [22.17328, 5.02066, -0.05037], [24.81552, 3.44154, 3.44138], [24.52448, 2.62571, 4.39839], [24.81484, 2.85578, 5.55903], [23.61779, 1.50238, 3.86495], [23.51122, 1.79939, 2.57781], [23.21954, 0.51801, 4.52541], [17.99086, 8.48896, -4.23262], [17.73590, 7.28175, -4.83110], [18.56382, 9.36734, -5.06495], [16.75285, 8.92043, -3.77446], [19.03893, 8.22372, -2.56365], [20.15948, 7.40140, -2.94028], [19.46170, 9.55414, -2.13972], [18.34589, 7.44440, -1.51598], [22.17157, 7.57477, 2.40220], [22.92633, 8.55626, 1.42309], [24.38005, 8.44798, 1.59979], [25.28847, 9.20184, 0.59847], [25.02066, 8.68388, -0.76817], [23.54497, 8.44591, -1.15800], [22.64377, 8.06826, 0.00447], [21.33137, 7.95190, -0.32655], [22.91248, 9.61614, -1.96669], [23.60629, 7.30418, -2.19151], [22.38656, 9.99292, 1.67814], [22.45430, 7.68800, 3.44878], [22.40134, 6.51420, 2.29972], [21.12789, 7.87309, 2.30299], [24.67529, 8.54272, 2.64476], [24.64092, 7.39385, 1.50571], [26.35387, 9.16948, 0.82646], [25.04466, 10.26395, 0.62242], [25.51897, 7.71612, -0.82501], [25.47377, 9.22303, -1.60010], [21.99041, 9.36824, -2.49246], [22.71870, 10.36655, -1.20025], [23.56253, 9.90915, -2.79112], [23.84850, 6.33603, -1.75320], [22.69261, 7.15867, -2.76780], [24.29684, 7.58756, -2.98583], [21.37939, 10.12622, 1.28324], [23.03409, 10.71024, 1.17389], [22.41371, 10.21178, 2.74560], [21.24948, 8.79536, -0.77763], [17.59041, 4.49776, -0.88973], [18.10083, 3.60039, -2.08380], [17.20665, 3.99658, -3.30393], [17.76584, 3.58832, -4.65211], [19.22092, 4.01199, -4.74786], [20.13740, 3.53180, -3.68296], [19.50654, 3.92950, -2.35717], [20.31094, 3.66078, -1.28879], [20.42156, 2.09271, -3.83238], [21.52148, 4.28802, -3.91860], [17.71305, 2.15325, -1.62795], [16.53826, 4.22828, -0.79766], [17.42162, 5.53215, -1.18914], [18.01463, 4.45163, 0.11326], [16.31311, 3.43244, -3.03667], [16.81376, 4.99873, -3.13241], [17.07506, 4.04190, -5.36288], [17.70260, 2.50219, -4.71866], [19.22991, 5.10195, -4.74778], [19.65194, 3.62966, -5.67314], [19.44090, 1.61691, -3.82705], [20.84940, 1.76321, -4.77921], [21.02671, 1.68373, -3.02329], [22.23756, 3.96552, -3.16273], [21.95517, 4.02711, -4.88397], [21.36058, 5.35472, -3.76247], [16.83937, 1.92129, -1.01887], [18.52085, 1.68185, -1.06818], [17.67423, 1.50922, -2.50648], [20.41352, 2.71283, -1.17715], [20.57289, 4.11794, 4.11781], [19.40130, 3.98264, 3.08828], [18.15516, 3.45606, 3.84372], [17.35705, 4.48537, 4.66564], [16.94718, 5.59605, 3.71653], [18.13682, 6.29753, 3.04147], [18.93084, 5.28113, 2.34790], [19.90479, 5.77940, 1.57785], [17.52207, 7.21655, 1.98030], [18.83078, 7.14591, 4.25730], [19.87623, 2.83035, 2.12715], [21.44166, 4.63222, 3.70691], [20.99148, 3.17194, 4.46128], [20.27290, 4.61498, 5.04034], [17.47500, 2.98164, 3.13633], [18.54368, 2.70832, 4.53512], [18.03511, 4.75984, 5.47372], [16.47820, 4.05424, 5.14507], [16.24957, 6.29732, 4.17441], [16.35797, 5.17689, 2.90091], [18.24147, 7.96223, 1.64189], [17.25789, 6.59447, 1.12513], [16.61474, 7.69707, 2.34629], [19.87380, 7.21254, 3.94785], [18.55072, 8.19784, 4.31306], [18.69892, 6.64564, 5.21670], [19.22476, 2.66834, 1.26840], [19.86323, 1.85307, 2.60969], [20.92241, 2.94884, 1.84508], [20.45988, 6.13803, 2.27417]], "forces_ev_per_angstrom": [[0.25, 0.93, 0.89], [0.76, -1.22, 4.04], [-0.92, 0.13, -3.02], [-0.80, 1.51, -1.33], [0.91, -0.82, 0.91], [-0.48, -0.42, 2.33], [-1.99, 2.26, -3.58], [4.40, -2.56, 2.75], [0.30, 1.30, -2.32], [-0.33, 0.65, 3.29], [-0.20, -0.96, -1.10], [0.26, -2.18, 1.59], [-1.48, -1.12, -0.47], [0.86, 3.19, -2.68], [-1.03, -0.99, 2.36], [0.71, 1.56, 0.13], [-0.87, -1.01, 0.59], [1.48, 0.11, -1.17], [0.67, 0.53, 1.54], [0.99, 0.01, -2.62], [-1.05, -0.26, -0.73], [-1.94, 2.02, -1.60], [0.68, 0.97, -0.12], [-2.25, -0.37, -1.02], [2.59, -0.96, 0.35], [-0.92, 1.20, 0.82], [-0.31, -1.07, -0.58], [-1.36, -0.76, -1.04], [4.23, -0.77, 1.56], [0.01, 1.49, 0.06], [0.34, -0.10, 0.88], [-0.52, -0.45, -0.15], [0.60, -0.46, -0.28], [0.13, 0.88, 0.14], [-0.27, 0.03, -0.98], [-0.08, -0.55, 0.05], [-0.12, 0.94, 0.16], [-0.12, -0.42, -0.49], [-0.05, -0.37, 0.25], [-0.07, 0.27, 0.17], [-0.12, -0.34, 0.03], [0.03, 0.47, 0.20], [-0.21, -0.28, 0.41], [0.01, 0.85, -0.59], [0.32, 0.44, 0.40], [0.29, 0.09, 0.00], [-0.46, 0.14, 0.44], [0.54, -0.08, 0.19], [-0.10, -0.14, 0.14], [-0.04, 0.12, 0.01], [-0.15, 0.05, 0.04], [-1.74, 0.36, -0.59], [-1.30, 0.15, -0.94], [-1.54, 0.97, 1.58], [-0.25, -0.92, 1.99], [-0.36, 0.07, 1.06], [-0.95, 0.72, -1.33], [1.55, 1.78, 0.61], [-0.65, -1.08, -2.69], [0.92, -1.72, 0.76], [-1.06, -1.89, 0.40], [-1.10, -0.35, 1.50], [1.94, -1.07, -1.01], [-0.26, -0.57, 0.34], [0.85, 0.10, 0.01], [0.40, -0.32, -0.24], [-0.34, -0.30, -0.58], [0.80, 0.52, -0.76], [0.51, -0.13, -0.60], [-0.21, -0.12, -0.24], [0.24, 0.12, -0.15], [-0.04, 0.32, -0.32], [0.04, -0.64, 0.27], [0.33, 0.54, -0.05], [0.06, -0.03, 0.02], [0.06, -0.02, 0.12], [-0.35, 0.18, -0.13], [0.14, 0.08, -0.39], [-0.26, 0.98, -0.19], [0.32, 0.15, 0.31], [-0.31, -0.14, -0.20], [0.02, -0.79, 0.08], [-0.17, 0.82, -0.06], [-0.49, -0.05, 0.32], [-0.10, -0.09, 0.29], [0.71, -0.37, -0.71], [-0.08, -0.33, -0.20], [-1.07, 0.92, 2.03], [-2.01, -3.78, 1.93], [1.36, 0.98, 0.28], [0.68, -0.12, -0.12], [0.49, -0.72, -2.17], [-0.30, 0.60, -0.03], [-0.09, 0.28, -0.14], [-0.39, -0.42, -0.36], [-0.10, 0.32, -0.07], [0.04, -0.14, -0.15], [-0.14, -0.36, -0.11], [-0.22, 0.61, 0.12], [0.01, -0.28, -0.11], [0.38, 0.41, 0.21], [-0.11, -0.45, -0.10], [-0.11, 0.09, -0.12], [-0.02, 0.11, -0.11], [0.14, 0.12, 0.15], [0.38, -0.14, 0.65], [-0.62, -0.15, -0.09], [0.25, 0.16, -0.17], [0.04, 0.53, -0.26], [-0.15, 0.17, 0.69], [-0.21, 0.32, -0.35], [1.31, 0.55, -0.71]], "mulliken_spin": [0.415, -0.002, 0.006, 0.000, 0.001, 0.008, 0.050, 0.055, 0.000, 0.000, 0.000, 0.000, 0.000, 0.000, 0.033, 0.001, 0.002, 0.001, -0.029, -0.043, 0.003, -0.019, 0.013, 0.017, -0.001, 0.000, 0.000, -0.017, -0.031, 0.029, 0.004, 0.053, 0.000, 0.002, -0.005, 0.001, 0.000, 0.000, 0.000, 0.000, 0.000, 0.000, 0.001, -0.002, 0.000, -0.014, -0.028, 0.000, 0.000, 0.000, 0.000, -0.007, 0.198, -0.148, 0.005, 0.002, -0.008, -0.061, 0.267, -0.082, 0.012, 0.094, 0.009, -0.006, -0.007, -0.037, 0.000, 0.003, 0.000, 0.000, 0.004, 0.001, 0.001, 0.001, -0.005, -0.014, 0.000, -0.022, 0.000, -0.005, 0.001, 0.031, 0.002, -0.001, -0.001, 0.000, 0.000, -0.015, 0.004, 0.260, 0.036, 0.000, 0.016, -0.001, 0.000, 0.000, 0.000, 0.000, 0.000, 0.000, 0.000, 0.000, 0.002, -0.009, -0.001, 0.000, 0.000, 0.000, -0.004, 0.001, -0.006, -0.010], "e_tot_ha": -3347.2159, "spin_multiplicity": 2, "largest_force_ev_per_a": 5.8, "orbital_gap_ev": [5.2, 8.0], "relative_energy_kj_mol": 61.1, "total_charge": -1}